(1)
C22H24AsClO2PSTc | wB97M-V/def2-TZVPD

CARTESIAN COORDINATES (ANGSTROEM)
Tc  0.07  0.54  0.58
Cl  -0.36  -1.40  1.83
C  0.87  -2.61  2.14
C  0.57  -3.49  3.16
C  1.48  -4.49  3.51
C  2.68  -4.61  2.84
C  2.97  -3.74  1.79
C  2.07  -2.73  1.43
P  2.66  -1.65  0.13
C  2.66  0.04  0.75
C  2.86  1.14  -0.12
C  3.22  2.37  0.40
C  3.40  2.52  1.77
C  3.21  1.45  2.63
C  2.86  0.21  2.13
C  4.20  -2.05  -0.63
C  4.28  -3.06  -1.61
C  5.48  -3.27  -2.26
C  6.59  -2.49  -1.94
C  6.52  -1.51  -0.96
C  5.33  -1.28  -0.30
H  -0.38  -3.41  3.68
H  1.23  -5.16  4.32
H  3.39  -5.37  3.11
H  3.90  -3.83  1.25
H  2.82  0.99  -1.20
H  3.41  3.20  -0.27
H  3.72  3.48  2.17
H  3.37  1.57  3.70
H  2.77  -0.64  2.80
H  3.41  -3.66  -1.85
H  5.55  -4.03  -3.02
H  7.52  -2.66  -2.47
H  7.39  -0.92  -0.72
H  5.26  -0.51  0.46
O  1.65  -1.91  -1.17
C  0.55  -1.40  -1.66
O  -0.08  -0.50  -1.13
H  0.24  -1.86  -2.60
C  -0.68  3.39  -0.96
As  -1.29  3.69  0.86
C  -3.18  3.31  0.89
C  -0.87  5.49  1.39
S  -0.18  2.28  2.13
H  -1.27  4.01  -1.64
H  -0.85  2.34  -1.24
H  0.37  3.65  -1.06
H  -3.68  4.06  0.27
H  -3.57  3.36  1.90
H  -3.34  2.32  0.47
H  -1.38  6.18  0.72
H  0.21  5.64  1.32
H  -1.20  5.67  2.41

Results
total charge	+3
highest occupied orbital energy (alpha / beta)	-17.53 / -17.47	eV
molecular weight	591.8	u
maximum force	1.2	eV/A
gap between HOMO and LUMO (alpha / beta)	0.268 / 0.268	Eh
total energy	-4518.51476	hartree
spin multiplicity	4

Need the Mulliken charges? In units of e they are:
1. Tc 0.421
2. Cl -0.005
3. C 1.036
4. C -0.766
5. C -0.596
6. C -0.969
7. C -0.540
8. C -0.139
9. P 2.094
10. C -0.250
11. C 0.644
12. C -1.037
13. C -0.419
14. C -1.185
15. C -0.128
16. C 0.121
17. C -0.389
18. C -0.785
19. C -0.504
20. C -0.803
21. C -0.276
22. H 0.543
23. H 0.447
24. H 0.466
25. H 0.479
26. H 0.491
27. H 0.587
28. H 0.512
29. H 0.493
30. H 0.561
31. H 0.472
32. H 0.454
33. H 0.454
34. H 0.464
35. H 0.418
36. O -0.227
37. C 0.175
38. O -0.589
39. H 0.493
40. C -1.058
41. As 0.716
42. C -0.954
43. C -0.955
44. S -0.344
45. H 0.430
46. H 0.349
47. H 0.330
48. H 0.410
49. H 0.370
50. H 0.335
51. H 0.406
52. H 0.358
53. H 0.386

(2)
C5H11NO | wB97M-V/def2-TZVPD

CARTESIAN COORDINATES (ANGSTROEM)
C  -2.03  0.22  -0.71
C  -0.67  -0.37  -0.24
C  -0.63  -0.51  1.28
N  0.82  -0.28  1.33
C  0.81  0.28  -0.04
O  0.76  1.69  -0.04
C  2.17  -0.04  -0.71
H  -2.19  0.35  -1.78
H  -2.79  -0.51  -0.38
H  -2.32  1.15  -0.19
H  -0.56  -1.35  -0.73
H  -0.17  1.95  -0.04
H  -1.13  0.34  1.77
H  -1.00  -1.43  1.73
H  1.28  -1.19  1.29
H  2.17  -0.03  -1.80
H  2.59  -0.99  -0.36
H  2.86  0.74  -0.37

Results
total charge	0
highest occupied orbital energy	-9.02	eV
molecular weight	101.1	u
relative energy (zero: lowest compared OMol25 entry of this formula, charge and spin)	47.5	kcal/mol
structure (SMILES)	C[C@@H]1CN[C@]1(C)O
maximum force	0.4	eV/A
gap between HOMO and LUMO	0.365	Eh
total energy	-327.05557	hartree

Need the Mulliken charges? In units of e they are:
1. C -1.458
2. C -0.004
3. C -0.644
4. N -0.562
5. C 0.960
6. O -0.528
7. C -1.386
8. H 0.345
9. H 0.367
10. H 0.338
11. H 0.315
12. H 0.330
13. H 0.288
14. H 0.320
15. H 0.315
16. H 0.285
17. H 0.328
18. H 0.390

(3)
C17H22N4O5 | wB97M-V/def2-TZVPD

CARTESIAN COORDINATES (ANGSTROEM)
C  -5.35  -2.58  -2.96
C  -5.39  -1.44  -3.32
C  -5.45  -0.05  -3.76
O  -5.00  0.85  -2.73
C  -3.66  0.96  -2.60
O  -2.87  0.40  -3.30
C  -3.31  1.91  -1.47
N  -1.89  1.96  -1.25
C  -1.33  1.26  -0.23
O  -1.97  0.81  0.70
C  0.18  1.06  -0.34
C  0.45  -0.14  -1.25
C  1.93  -0.37  -1.49
C  2.19  -1.57  -2.38
O  1.72  -2.73  -1.72
C  1.89  -3.88  -2.51
N  0.70  0.87  1.00
C  1.84  1.46  1.41
O  2.61  2.04  0.67
C  2.15  1.25  2.87
C  3.22  0.44  3.24
N  3.51  0.21  4.51
C  2.73  0.79  5.43
C  3.05  0.54  6.87
C  1.65  1.58  5.04
N  1.35  1.80  3.77
H  -5.30  -3.60  -2.64
H  -4.84  0.08  -4.65
H  -6.47  0.24  -3.96
H  -3.71  2.89  -1.72
H  -3.79  1.57  -0.56
H  -1.31  2.15  -2.05
H  0.65  1.96  -0.75
H  0.00  -1.03  -0.80
H  -0.06  0.02  -2.21
H  2.39  0.51  -1.94
H  2.44  -0.53  -0.53
H  1.67  -1.45  -3.34
H  3.26  -1.66  -2.59
H  1.52  -4.73  -1.94
H  1.34  -3.81  -3.45
H  2.95  -4.05  -2.74
H  0.03  0.55  1.69
H  3.86  -0.01  2.49
H  2.35  1.05  7.53
H  3.03  -0.53  7.08
H  4.06  0.90  7.09
H  1.01  2.04  5.78

Results
total charge	0
highest occupied orbital energy	-9.38	eV
molecular weight	362.4	u
relative energy (zero: lowest compared OMol25 entry of this formula, charge and spin)	50.9	kcal/mol
structure (SMILES)	C#CCOC(=O)CNC(=O)[C@H](CCCOC)NC(=O)c1cnc(C)cn1
maximum force	0.3	eV/A
gap between HOMO and LUMO	0.364	Eh
total energy	-1256.19328	hartree

Need the Mulliken charges? In units of e they are:
1. C 0.111
2. C -0.353
3. C -0.536
4. O -0.333
5. C 0.747
6. O -0.550
7. C -0.881
8. N -0.157
9. C 0.333
10. O -0.690
11. C -0.021
12. C -0.720
13. C -0.361
14. C -0.782
15. O -0.288
16. C -0.756
17. N -0.131
18. C 0.414
19. O -0.611
20. C 0.438
21. C -0.369
22. N -0.582
23. C 0.756
24. C -1.118
25. C -0.372
26. N -0.561
27. H 0.406
28. H 0.312
29. H 0.300
30. H 0.372
31. H 0.347
32. H 0.307
33. H 0.567
34. H 0.273
35. H 0.265
36. H 0.372
37. H 0.116
38. H 0.386
39. H 0.476
40. H 0.237
41. H 0.315
42. H 0.296
43. H 0.341
44. H 0.438
45. H 0.329
46. H 0.290
47. H 0.283
48. H 0.346

(4)
C5H7NO | wB97M-V/def2-TZVPD

CARTESIAN COORDINATES (ANGSTROEM)
O  -0.16  -1.10  -1.77
C  0.86  -0.93  -1.13
N  1.30  0.29  -0.67
C  0.33  1.33  -0.47
C  -0.60  1.14  0.87
C  -0.49  -0.26  1.23
C  -0.14  -1.41  1.18
H  1.57  -1.76  -0.92
H  2.10  0.27  -0.05
H  -0.33  1.28  -1.35
H  0.84  2.29  -0.44
H  -0.27  1.78  1.71
H  -1.65  1.40  0.66
H  0.07  -2.45  1.17

Results
total charge	0
highest occupied orbital energy	-9.55	eV
molecular weight	97.1	u
relative energy (zero: lowest compared OMol25 entry of this formula, charge and spin)	54.5	kcal/mol
structure (SMILES)	C#CCCNC=O
maximum force	1.1	eV/A
gap between HOMO and LUMO	0.384	Eh
total energy	-324.63769	hartree

Need the Mulliken charges? In units of e they are:
1. O -0.547
2. C -0.144
3. N -0.271
4. C -0.597
5. C -0.504
6. C -0.208
7. C -0.153
8. H 0.482
9. H 0.284
10. H 0.297
11. H 0.341
12. H 0.315
13. H 0.296
14. H 0.407

(5)
C5H8N2O2S | wB97M-V/def2-TZVPD

CARTESIAN COORDINATES (ANGSTROEM)
C  0.89  0.55  2.85
C  -0.10  1.23  2.09
C  0.89  -0.77  2.36
C  0.06  0.20  -1.70
C  -1.08  -0.64  -1.20
N  -0.66  0.41  1.18
N  -0.07  -0.77  1.44
O  0.68  -2.49  -0.56
O  -1.51  -2.88  0.35
S  -0.56  -1.94  -0.10
H  1.46  1.04  3.61
H  -0.31  2.25  1.96
H  1.51  -1.58  2.60
H  -0.47  0.78  -2.43
H  0.43  0.78  -0.74
H  0.77  -0.50  -2.28
H  -1.49  -1.20  -2.08
H  -1.94  -0.09  -0.92

Results
total charge	0
highest occupied orbital energy	-9.53	eV
molecular weight	160.2	u
relative energy (zero: lowest compared OMol25 entry of this formula, charge and spin)	86.7	kcal/mol
structure (SMILES)	CCS(=O)(=O)n1cccn1
maximum force	4.6	eV/A
gap between HOMO and LUMO	0.369	Eh
total energy	-853.40526	hartree

Need the Mulliken charges? In units of e they are:
1. C -0.608
2. C -0.237
3. C -0.324
4. C -0.755
5. C -0.599
6. N -0.628
7. N 0.222
8. O -0.568
9. O -0.599
10. S 1.121
11. H 0.377
12. H 0.451
13. H 0.468
14. H 0.324
15. H 0.227
16. H 0.270
17. H 0.400
18. H 0.456